Record 1
Below is a molecular structure, C30H23N8O2S2Zr in a non-equilibrium geometry, with properties calculated with ωB97M-V/def2-TZVPD.

```
! RIJCOSX wB97M-V def2-TZVPD def2/J DEFGRID3
* xyz 1 1
Zr 0.380 0.240 -0.237
C -1.019 -4.616 0.728
C -0.042 -4.728 1.702
C 0.360 -3.592 2.391
C -0.244 -2.382 2.078
N -1.188 -2.270 1.140
C -1.559 -3.364 0.476
C 0.124 -1.130 2.802
C 0.394 -1.196 4.158
C 0.748 -0.045 4.837
C 0.817 1.141 4.134
C 0.553 1.148 2.774
N 0.208 0.024 2.109
C 0.612 2.440 2.008
C 0.949 3.632 2.624
C 0.983 4.800 1.874
C 0.647 4.752 0.536
C 0.312 3.527 -0.011
N 0.298 2.393 0.698
H -1.349 -5.470 0.155
H 0.410 -5.686 1.918
H 1.136 -3.646 3.143
H -2.300 -3.228 -0.301
H 0.307 -2.144 4.671
H 0.963 -0.071 5.895
H 1.097 2.047 4.644
H 1.228 3.669 3.663
H 1.286 5.730 2.334
H 0.668 5.628 -0.095
H 0.076 3.437 -1.061
S 3.037 0.785 1.131
C 3.360 2.143 0.105
C 3.873 3.345 0.720
N 4.210 4.299 1.264
C 3.008 2.143 -1.200
S 2.288 0.703 -1.922
C 3.029 3.332 -2.003
N 2.925 4.275 -2.654
N -1.925 0.518 0.284
C -2.817 0.718 -0.834
C -4.151 0.445 -0.768
C -4.979 0.680 -1.887
C -4.446 1.201 -3.029
C -3.063 1.494 -3.110
C -2.466 2.056 -4.263
C -1.134 2.324 -4.256
C -0.372 1.984 -3.119
N -0.876 1.441 -2.032
C -2.235 1.228 -2.008
H -2.098 -0.391 0.736
H -2.070 1.248 0.980
H -4.573 0.055 0.151
H -6.035 0.457 -1.826
H -5.071 1.401 -3.890
H -3.078 2.271 -5.130
H -0.632 2.767 -5.103
H 0.700 2.139 -3.124
N 1.754 -1.728 -0.026
C 1.519 -2.627 -1.167
C 0.102 -2.438 -1.649
O -0.578 -3.288 -2.139
O -0.333 -1.174 -1.440
H 2.682 -1.297 -0.056
H 1.688 -2.252 0.843
H 1.691 -3.676 -0.927
H 2.199 -2.344 -1.974
*
```

Calculated values
HOMO energy   -10.25 eV
ΔE to the lowest compared entry with this formula, charge and spin   63.21 kJ/mol
HOMO-LUMO gap   6.44 eV

Here is what Mulliken gives for the atomic charges, in e: number 1, Zr, carries -0.121; number 2, C, carries -0.532; number 3, C, carries -0.722; number 4, C, carries -0.604; number 5, C, carries -0.565; number 6, N, carries -0.013; number 7, C, carries -0.457; number 8, C, carries 0.971; number 9, C, carries -0.846; number 10, C, carries -1.297; number 11, C, carries -1.133; number 12, C, carries 1.192; number 13, N, carries 1.145; number 14, C, carries 0.470; number 15, C, carries -0.601; number 16, C, carries -1.092; number 17, C, carries -0.623; number 18, C, carries -0.476; number 19, N, carries 0.738; number 20, H, carries 0.439; number 21, H, carries 0.451; number 22, H, carries 0.521; number 23, H, carries 0.562; number 24, H, carries 0.609; number 25, H, carries 0.470; number 26, H, carries 0.432; number 27, H, carries 0.436; number 28, H, carries 0.425; number 29, H, carries 0.494; number 30, H, carries 0.324; number 31, S, carries -0.215; number 32, C, carries 0.605; number 33, C, carries -0.030; number 34, N, carries -0.523; number 35, C, carries 0.630; number 36, S, carries -0.462; number 37, C, carries -0.028; number 38, N, carries -0.536; number 39, N, carries 0.219; number 40, C, carries 0.229; number 41, C, carries -0.242; number 42, C, carries -0.885; number 43, C, carries -0.914; number 44, C, carries 0.484; number 45, C, carries -0.708; number 46, C, carries -1.203; number 47, C, carries 0.041; number 48, N, carries 0.800; number 49, C, carries -0.104; number 50, H, carries 0.517; number 51, H, carries 0.426; number 52, H, carries 0.530; number 53, H, carries 0.421; number 54, H, carries 0.452; number 55, H, carries 0.459; number 56, H, carries 0.481; number 57, H, carries 0.145; number 58, N, carries -0.505; number 59, C, carries -0.727; number 60, C, carries 0.621; number 61, O, carries -0.599; number 62, O, carries -0.312; number 63, H, carries 0.388; number 64, H, carries 0.129; number 65, H, carries 0.453; number 66, H, carries 0.367

=====

Record 2
Below is a molecular structure, C30H24CoF3N3O3S2Sb in a non-equilibrium geometry, with properties calculated with ωB97M-V/def2-TZVPD.

```
! RIJCOSX wB97M-V def2-TZVPD def2/J DEFGRID3
* xyz 1 4
Co 0.430 -1.044 2.159
C 2.761 4.224 2.651
C 3.244 2.940 2.785
C 2.357 1.872 2.766
C 1.003 2.084 2.624
C 0.491 3.362 2.442
C 1.402 4.412 2.436
N 0.115 0.924 2.601
N -1.102 1.240 2.717
C -2.062 0.220 2.734
C -3.388 0.534 3.160
C -4.249 -0.474 3.292
C -3.813 -1.780 3.001
C -2.525 -2.044 2.641
N -1.644 -1.020 2.463
H 3.410 5.102 2.668
H 4.273 2.705 2.975
H 2.654 0.835 2.883
H -0.574 3.465 2.304
H 0.985 5.398 2.280
H -3.587 1.581 3.369
H -5.253 -0.266 3.636
H -4.517 -2.579 3.160
H -2.079 -3.041 2.499
F 3.732 -2.869 5.007
C 3.230 -3.019 3.787
F 3.544 -4.190 3.265
F 3.734 -2.064 3.022
S 1.400 -2.805 3.762
O 1.188 -1.365 4.022
O 0.856 -3.688 4.719
O 1.049 -3.017 2.318
S 1.390 -0.070 0.231
Sb 0.277 -0.258 -1.732
C 0.637 -2.107 -2.780
C 1.885 -2.712 -2.741
C 2.105 -3.857 -3.504
C 1.074 -4.403 -4.274
C -0.187 -3.786 -4.295
C -0.402 -2.661 -3.509
C -1.803 -0.015 -1.621
C -2.387 1.081 -2.234
C -3.765 1.269 -2.139
C -4.534 0.375 -1.412
C -3.924 -0.708 -0.760
C -2.559 -0.875 -0.866
C 1.138 1.403 -2.746
C 1.141 2.636 -2.108
C 1.568 3.788 -2.787
C 1.995 3.697 -4.089
C 2.065 2.455 -4.686
C 1.672 1.311 -4.029
H 2.715 -2.334 -2.122
H 3.101 -4.280 -3.461
H 1.277 -5.282 -4.839
H -0.991 -4.205 -4.864
H -1.370 -2.192 -3.538
H -1.733 1.786 -2.748
H -4.219 2.108 -2.641
H -5.584 0.537 -1.282
H -4.518 -1.377 -0.112
H -2.110 -1.712 -0.329
H 0.837 2.736 -1.060
H 1.562 4.741 -2.243
H 2.390 4.569 -4.641
H 2.507 2.364 -5.667
H 1.688 0.345 -4.525
*
```

Calculated values
Expectation value of S²   3.761
HOMO energy (spin up / spin down)   -11.70 / -11.66 eV
HOMO-LUMO gap (spin up / spin down)   7.39 / 7.38 eV

Here is what Mulliken gives for the atomic charges, in e: number 1, Co, carries 0.841; number 2, C, carries -0.526; number 3, C, carries -0.834; number 4, C, carries 0.032; number 5, C, carries 0.173; number 6, C, carries -0.342; number 7, C, carries -0.626; number 8, N, carries 1.107; number 9, N, carries -0.711; number 10, C, carries 0.523; number 11, C, carries -0.744; number 12, C, carries -0.330; number 13, C, carries -0.902; number 14, C, carries -0.342; number 15, N, carries 0.252; number 16, H, carries 0.404; number 17, H, carries 0.453; number 18, H, carries 0.356; number 19, H, carries 0.488; number 20, H, carries 0.407; number 21, H, carries 0.547; number 22, H, carries 0.460; number 23, H, carries 0.467; number 24, H, carries 0.470; number 25, F, carries -0.196; number 26, C, carries 0.667; number 27, F, carries -0.199; number 28, F, carries -0.224; number 29, S, carries 1.220; number 30, O, carries -0.698; number 31, O, carries -0.583; number 32, O, carries -0.706; number 33, S, carries -0.587; number 34, Sb, carries 1.322; number 35, C, carries 0.403; number 36, C, carries -0.516; number 37, C, carries -0.538; number 38, C, carries -0.477; number 39, C, carries -0.717; number 40, C, carries -0.350; number 41, C, carries 0.244; number 42, C, carries -0.466; number 43, C, carries -0.636; number 44, C, carries -0.624; number 45, C, carries -0.527; number 46, C, carries -0.435; number 47, C, carries 0.283; number 48, C, carries -0.272; number 49, C, carries -0.630; number 50, C, carries -0.424; number 51, C, carries -0.556; number 52, C, carries -0.528; number 53, H, carries 0.361; number 54, H, carries 0.392; number 55, H, carries 0.426; number 56, H, carries 0.424; number 57, H, carries 0.426; number 58, H, carries 0.391; number 59, H, carries 0.435; number 60, H, carries 0.428; number 61, H, carries 0.418; number 62, H, carries 0.541; number 63, H, carries 0.359; number 64, H, carries 0.385; number 65, H, carries 0.343; number 66, H, carries 0.384; number 67, H, carries 0.413

=====

Record 3
Below is a molecular structure, C30H24F6N5OPPdS2 in a non-equilibrium geometry, with properties calculated with ωB97M-V/def2-TZVPD.

```
! RIJCOSX wB97M-V def2-TZVPD def2/J DEFGRID3
* xyz -2 1
Pd -0.064 -0.261 0.525
N 4.146 0.013 0.161
C 2.825 -0.227 -0.136
N 1.915 -0.182 0.750
C 2.212 0.107 2.110
N 1.185 0.279 2.939
N 0.032 0.249 2.368
C -1.193 0.285 3.000
C -2.284 0.092 2.183
C -3.662 0.129 2.575
C -4.641 0.071 1.631
C -4.316 -0.037 0.258
C -2.985 -0.163 -0.071
N -2.011 -0.151 0.832
C 3.583 0.115 2.517
C 4.028 0.183 3.843
C 5.385 0.149 4.151
C 6.336 0.032 3.156
C 5.914 -0.034 1.821
C 4.574 0.022 1.510
H 4.832 -0.203 -0.538
H 2.564 -0.458 -1.160
H -1.263 0.472 4.064
H -3.902 0.216 3.628
H -5.683 0.100 1.931
H -5.076 -0.031 -0.509
H -2.664 -0.300 -1.097
H 3.285 0.273 4.624
H 5.698 0.218 5.187
H 7.393 -0.001 3.389
H 6.641 -0.101 1.018
S -0.953 5.284 -2.071
P -0.081 4.419 -0.520
S 0.107 2.451 -0.385
C -0.935 5.063 0.982
C -1.564 4.186 1.856
C -2.264 4.674 2.952
C -2.332 6.040 3.182
C -1.701 6.920 2.309
C -1.009 6.435 1.211
C 1.601 5.122 -0.253
C 2.300 4.810 0.911
C 3.579 5.303 1.112
C 4.178 6.103 0.145
C 3.492 6.399 -1.024
C 2.207 5.911 -1.222
H -1.485 3.120 1.666
H -2.755 3.985 3.630
H -2.871 6.425 4.040
H -1.757 7.988 2.487
H -0.532 7.121 0.520
H 1.839 4.150 1.638
H 4.117 5.062 2.021
H 5.179 6.489 0.302
H 3.960 7.018 -1.782
H 1.654 6.130 -2.128
C 0.246 -3.381 0.928
C 0.010 -3.115 -0.585
O -0.013 -1.856 -1.048
C 1.152 -3.884 -1.326
F 2.339 -3.286 -1.078
F 1.301 -5.185 -0.943
F 1.008 -3.905 -2.668
C -1.339 -3.831 -0.937
F -1.372 -5.159 -0.610
F -1.650 -3.764 -2.247
F -2.352 -3.256 -0.266
H 1.204 -2.952 1.216
H 0.248 -4.452 1.130
H -0.551 -2.907 1.495
*
```

Calculated values
HOMO energy (spin up / spin down)   -0.10 / -0.10 eV
HOMO-LUMO gap (spin up / spin down)   4.52 / 4.52 eV

Here is what Mulliken gives for the atomic charges, in e: number 1, Pd, carries 0.413; number 2, N, carries -0.029; number 3, C, carries -0.623; number 4, N, carries 0.212; number 5, C, carries -0.355; number 6, N, carries -1.534; number 7, N, carries 1.589; number 8, C, carries -1.371; number 9, C, carries 1.221; number 10, C, carries -1.365; number 11, C, carries -0.004; number 12, C, carries -1.021; number 13, C, carries -0.387; number 14, N, carries 0.181; number 15, C, carries 0.884; number 16, C, carries -0.424; number 17, C, carries -0.655; number 18, C, carries -0.512; number 19, C, carries -0.709; number 20, C, carries -0.004; number 21, H, carries 0.263; number 22, H, carries 0.585; number 23, H, carries 0.300; number 24, H, carries 0.405; number 25, H, carries 0.373; number 26, H, carries 0.389; number 27, H, carries 0.552; number 28, H, carries 0.469; number 29, H, carries 0.375; number 30, H, carries 0.363; number 31, H, carries 0.331; number 32, S, carries -0.616; number 33, P, carries 0.826; number 34, S, carries -0.432; number 35, C, carries 0.033; number 36, C, carries 0.218; number 37, C, carries -0.408; number 38, C, carries -0.422; number 39, C, carries -0.568; number 40, C, carries -0.490; number 41, C, carries 0.042; number 42, C, carries -0.387; number 43, C, carries -0.632; number 44, C, carries -0.357; number 45, C, carries -0.451; number 46, C, carries -0.292; number 47, H, carries -0.134; number 48, H, carries 0.433; number 49, H, carries 0.337; number 50, H, carries 0.343; number 51, H, carries 0.308; number 52, H, carries 0.314; number 53, H, carries 0.385; number 54, H, carries 0.343; number 55, H, carries 0.353; number 56, H, carries 0.295; number 57, C, carries -1.946; number 58, C, carries 1.790; number 59, O, carries -1.164; number 60, C, carries 0.394; number 61, F, carries -0.228; number 62, F, carries -0.309; number 63, F, carries -0.285; number 64, C, carries 0.457; number 65, F, carries -0.318; number 66, F, carries -0.284; number 67, F, carries -0.238; number 68, H, carries 0.342; number 69, H, carries 0.469; number 70, H, carries 0.364